Entry from the Open Molecules 2025 dataset: the molecule C4H7NO2 (the ωB97M-V functional and the def2-TZVPD basis).

Values from the calculation:
* HOMO energy: -10.281 eV
* LUMO: 0.707 eV
* relative energy (zero: lowest compared OMol25 entry of this formula, charge and spin): 14.04 kcal per mole
* net charge: 0
* orbital gap: 0.4038 Eh
* SMILES: CC(=O)N(C)C=O

Element x y z (Å)
C: 1.906 0.374 -0.483
C: 0.699 -0.543 -0.585
O: 0.641 -1.461 -1.377
N: -0.404 -0.218 0.196
C: -1.651 -0.942 -0.043
C: -0.441 0.926 1.004
O: -1.349 1.712 1.022
H: 1.749 1.228 -1.159
H: 2.776 -0.193 -0.817
H: 2.094 0.778 0.520
H: -2.357 -0.693 0.754
H: -2.085 -0.705 -1.018
H: -1.426 -2.010 -0.008
H: 0.393 1.026 1.705

Atoms 1-3, force components in eV/Å:
C 0.041 -0.069 0.001
C 0.049 0.044 -0.055
O 0.093 0.290 0.357

Mulliken population analysis, charges in e, atoms 1 to 5: number 1, C, carries -1.046; number 2, C, carries 0.695; number 3, O, carries -0.577; number 4, N, carries 0.107; number 5, C, carries -0.868